w | ORCA calculation (ωB97M-V with the def2-TZVPD basis set) on a cluster of 4 separate species, C2H12N2O4 in total.

```
20
Properties=species:S:1:pos:R:3
O -0.98373 1.58541 -0.39138
C -0.06374 0.91998 -0.83050
N -0.17746 -0.21696 -1.57120
C -1.35236 -1.01240 -1.31452
N -1.35416 -1.64472 0.00665
H 0.96546 1.17243 -0.54109
H 0.73209 -0.67082 -1.54455
H -2.19191 -0.34671 -1.40457
H -1.55297 -1.76380 -2.08702
H -0.85632 -2.52874 -0.00918
H -2.27289 -1.69922 0.42248
H 0.66711 0.41921 1.92414
H 0.13917 -0.99906 1.37757
O 0.91598 -0.47066 1.61582
H 3.41013 -1.38928 -0.59366
H 2.36283 -0.75982 0.33462
O 2.47869 -1.14732 -0.55399
H -0.76517 2.25660 2.79654
H -0.52201 2.11692 1.25744
O -0.07758 2.22786 2.12060
```

Computed properties:
net charge = 0
LUMO level = 0.719 eV
SMILES = NCNC=O.O.O.O
HOMO = -10.016 eV
orbital gap = 0.3945 Eh

These are the natural (NBO) partial charges, in e, on atoms 1 to 4: number 1, O, carries -0.66; number 2, C, carries 0.56; number 3, N, carries -0.63; number 4, C, carries -0.07

x | ORCA calculation (ωB97M-V with the def2-TZVPD basis set) on a cluster of 4 separate species, C2H12N2O4 in total.

```
20
Properties=species:S:1:pos:R:3
C 2.16422 0.88440 0.33849
N 0.93758 1.60977 0.03966
C -0.21240 1.05699 0.52384
N -1.35515 1.82065 0.30712
O -0.25115 0.15429 1.34278
H 2.26277 0.94850 1.43438
H 3.08626 1.26307 -0.07347
H 2.03023 -0.19081 0.22966
H 0.85360 2.26902 -0.72297
H -1.67549 2.18979 -0.58377
H -2.09967 1.66350 0.97214
H -2.28490 -0.90603 1.55162
H -1.50219 -2.19537 1.74508
O -2.31806 -1.76682 1.99632
H -0.16625 -1.19239 -0.46628
H -1.66859 -1.68766 -0.27035
O -0.87395 -1.70970 -0.83008
H 1.56062 -2.02891 -2.51197
H 0.27174 -1.06872 -2.47874
O 1.24079 -1.11357 -2.54346
```

Computed properties:
net charge = 0
LUMO level = 0.511 eV
SMILES = CNC(N)=O.O.O.O
HOMO = -9.927 eV
orbital gap = 0.3836 Eh

These are the natural (NBO) partial charges, in e, on atoms 1 to 4: number 1, C, carries -0.42; number 2, N, carries -0.62; number 3, C, carries 0.77; number 4, N, carries -0.87

w is the most stable structure; the next one sits 0.338 eV above it.

w | ORCA calculation (ωB97M-V with the def2-TZVPD basis set) on the ion C2H7N2O with charge +1.

```
12
Properties=species:S:1:pos:R:3
C 0.08312 0.12723 0.15304
C 1.14047 1.06374 0.39323
N -1.02900 -0.12377 0.85846
N 0.44812 -0.96444 -1.24658
O -1.94153 -1.02388 0.50043
H 2.07759 0.59277 0.16496
H 1.00975 1.84964 -0.40777
H 1.19295 1.56454 1.44743
H -1.28719 0.45592 1.65340
H -0.47977 -1.35480 -1.39000
H 0.63582 -0.37390 -2.06080
H -1.85032 -1.81304 -0.06582
```

Computed properties:
net charge = +1
LUMO level = -4.795 eV
SMILES = CC(=[NH2+])NO
HOMO = -15.828 eV
orbital gap = 0.4055 Eh

These are the natural (NBO) partial charges, in e, on atoms 1 to 4: number 1, C, carries 0.56; number 2, C, carries -0.75; number 3, N, carries -0.17; number 4, N, carries -0.73

x | ORCA calculation (ωB97M-V with the def2-TZVPD basis set) on a cluster of 2 separate species, C2H7N2O in total.

```
12
Properties=species:S:1:pos:R:3
C -1.46120 2.50761 -0.67356
N -0.74238 1.55137 -1.24041
H -1.67850 3.35156 -1.27832
H -1.52997 2.62322 0.41548
H -0.38659 0.74094 -0.68812
H -0.51289 1.68892 -2.27106
C 0.68292 -1.56117 0.27335
N 1.16598 -2.12882 1.45261
O 0.24384 -0.40035 0.21271
H 1.07119 -2.21590 -0.57934
H 1.20453 -1.56918 2.29085
H 1.58595 -3.05325 1.32464
```

Computed properties:
net charge = +1
LUMO level = -5.199 eV
HOMO = -14.445 eV
orbital gap = 0.3398 Eh

These are the natural (NBO) partial charges, in e, on atoms 1 to 4: number 1, C, carries 0.14; number 2, N, carries -0.58; number 3, H, carries 0.22; number 4, H, carries 0.24

y | ORCA calculation (ωB97M-V with the def2-TZVPD basis set) on the ion C2H7N2O with charge +1.

```
12
Properties=species:S:1:pos:R:3
C -0.09939 0.01835 -0.06931
C -1.77398 -0.27999 -0.22641
N 0.09861 1.01010 0.79938
N 1.14808 -0.58652 -0.48754
O 2.39302 -0.03489 -0.28722
H 1.19470 -1.43456 -1.21199
H -2.08581 0.75291 -0.15363
H -2.19154 -0.94765 0.50546
H -1.90773 -0.60892 -1.25878
H -0.79008 1.41426 1.19003
H 1.00764 1.31655 1.15347
H 3.00649 -0.61966 0.04653
```

Computed properties:
net charge = +1
LUMO level = -3.934 eV
SMILES = C/C(N)=[NH+]/O
HOMO = -14.910 eV
orbital gap = 0.4034 Eh

These are the natural (NBO) partial charges, in e, on atoms 1 to 4: number 1, C, carries 0.53; number 2, C, carries -0.58; number 3, N, carries -0.73; number 4, N, carries -0.29

z | ORCA calculation (ωB97M-V with the def2-TZVPD basis set) on a cluster of 2 separate species, C2H7N2O in total.

```
12
Properties=species:S:1:pos:R:3
C 0.11186 1.51937 -1.52564
C -0.61966 -1.49821 1.26934
N 0.91993 0.93408 -0.76800
N -0.69552 2.18096 -2.04571
O 0.51162 -0.62968 1.38065
H -1.50422 -0.89444 1.45850
H -0.56948 -2.29726 2.00611
H -0.67715 -1.93564 0.26775
H 1.91264 1.11039 -0.86935
H 0.65337 0.33044 0.09430
H -1.33393 2.35510 -2.79641
H 1.29054 -1.17509 1.52846
```

Computed properties:
net charge = +1
LUMO level = -3.717 eV
HOMO = -15.362 eV
orbital gap = 0.4279 Eh

These are the natural (NBO) partial charges, in e, on atoms 1 to 4: number 1, C, carries 0.76; number 2, C, carries -0.26; number 3, N, carries -0.79; number 4, N, carries -0.49

x is the most stable structure; the next one sits 0.878 eV above it.

w | ORCA calculation (ωB97M-V with the def2-TZVPD basis set) on an isolated molecule of C3H4BrF.

```
9
Properties=species:S:1:pos:R:3
C 0.22219 -1.35626 0.51242
C 0.32375 -0.36234 -0.37476
C -0.23376 1.15043 -0.26439
F 0.77899 -0.79392 -1.63884
Br -0.30495 1.68756 1.57280
H 0.52008 -2.27891 0.00348
H -0.13348 -1.14278 1.53066
H 0.11020 2.06280 -0.87053
H -1.28302 1.03341 -0.47085
```

Computed properties:
net charge = 0
LUMO level = 0.767 eV
SMILES = C=C(F)CBr
HOMO = -10.041 eV
orbital gap = 0.3972 Eh

These are the natural (NBO) partial charges, in e, on atoms 1 to 4: number 1, C, carries -0.50; number 2, C, carries 0.39; number 3, C, carries -0.53; number 4, F, carries -0.36

x | ORCA calculation (ωB97M-V with the def2-TZVPD basis set) on an isolated molecule of C3H4BrF.

```
9
Properties=species:S:1:pos:R:3
C 1.33920 -0.08891 0.34508
C 0.18723 -0.47451 -0.13304
C -1.08151 0.29477 -0.13190
F -0.00398 -1.72393 -0.83478
Br -0.99383 2.12966 0.40887
H 1.99824 -0.91081 0.34171
H 1.67004 0.86749 0.57535
H -1.41611 0.22070 -1.16844
H -1.69928 -0.31446 0.59714
```

Computed properties:
net charge = 0
LUMO level = 0.745 eV
SMILES = C=C(F)CBr
HOMO = -10.198 eV
orbital gap = 0.4022 Eh

These are the natural (NBO) partial charges, in e, on atoms 1 to 4: number 1, C, carries -0.50; number 2, C, carries 0.41; number 3, C, carries -0.54; number 4, F, carries -0.36

x is the most stable structure; the next one sits 0.220 eV above it.